Entry 1:
The molecule C5H7NO. Source: OMol25; level of theory: wB97M-V/def2-TZVPD.

```
14
Properties=species:S:1:pos:R:3:forces:R:3
C -2.2413 0.2531 0.1626 -0.095 0.013 -0.058
C -0.8124 -0.1165 -0.0661 -0.010 -0.161 -0.112
C -0.2997 -1.3583 -0.2316 -0.324 0.026 -0.017
O 1.0578 -1.3084 -0.3629 0.105 0.074 0.094
C 1.4084 -0.0096 -0.2514 -0.133 0.078 0.211
N 2.7875 0.1918 -0.1453 -0.049 0.122 0.078
C 0.3136 0.7783 -0.1038 0.078 -0.002 0.000
H -2.3854 0.7172 1.1463 0.067 -0.075 -0.180
H -2.8840 -0.6306 0.1120 0.062 0.139 -0.014
H -2.5737 0.9695 -0.5940 -0.063 -0.069 0.085
H -0.7390 -2.3426 -0.2945 0.013 0.155 0.037
H 3.0454 -0.1782 0.7642 0.424 -0.052 -0.109
H 3.0122 1.1793 -0.1443 -0.062 -0.056 -0.082
H 0.3106 1.8550 0.0089 -0.013 -0.192 0.067
```
Forces are in eV/Å.

Computed properties:
energy above the lowest of the compared OMol25 structures with the same formula, charge and spin: 17.2 kcal/mol
calculated total energy: -8835.456 eV
SMILES string: Cc1coc(N)c1

***

Entry 2:
A cluster of 4 separate species, C23H40N4O13P2 in total at a distorted geometry. Source: OMol25; level of theory: wB97M-V/def2-TZVPD.

```
82
Properties=species:S:1:pos:R:3:forces:R:3
N -0.3112 -1.8525 0.2586 0.210 -0.493 0.648
C -0.6568 -1.0918 -0.5178 -0.265 0.339 -0.544
C -1.0355 -0.1201 -1.5695 0.139 0.393 0.030
N -1.1099 1.2281 -1.0466 -0.038 -0.128 -0.147
O -0.1359 -0.2377 -2.6489 -0.066 0.076 0.067
C 1.2201 -0.4494 -2.4012 0.691 -0.298 0.474
O 1.7173 -1.4811 -2.7114 -0.251 -0.114 -0.401
C 2.0555 0.6582 -1.8383 -0.115 0.596 -0.280
C 2.0648 1.0132 -0.4949 -0.354 -0.151 0.244
C 2.8473 2.0547 -0.0103 -0.101 -0.212 -0.704
C 3.6402 2.7612 -0.9119 -0.329 -0.304 0.492
C 3.6553 2.3888 -2.2463 0.208 0.283 -0.192
C 2.8800 1.3449 -2.7277 0.034 0.149 0.421
C -2.4390 -0.4773 -2.1447 -1.025 -0.160 0.015
C -2.4252 -1.8274 -2.7146 0.065 0.775 -0.108
N -2.3850 -2.8213 -3.2702 0.003 -0.940 -0.346
O -3.4376 -0.3407 -1.1619 0.427 0.497 0.407
N -3.5786 -1.5146 -0.2917 0.420 -0.564 0.273
O -3.5165 -1.1981 0.8138 -0.352 0.024 -0.266
P -2.7826 0.7424 -3.5323 1.284 0.407 -1.338
P -3.6786 2.5037 -2.6115 -1.257 -0.228 1.486
O -4.4009 2.3096 -1.3450 0.072 -0.069 0.065
O -2.5377 3.6033 -2.4171 0.288 -0.101 -0.412
O -4.6200 3.1058 -3.7437 0.523 -0.056 -0.334
H -1.0738 1.2289 -0.0372 -0.016 0.244 0.035
H -0.3764 1.7997 -1.4432 0.155 -0.029 0.115
H 1.4344 0.4692 0.1934 0.004 -0.098 0.126
H 2.8047 2.2938 1.0400 0.169 0.110 0.148
H 4.2287 3.5864 -0.5430 0.159 0.113 -0.147
H 4.2786 2.9432 -2.9333 0.052 -0.014 -0.084
H 2.9286 1.0855 -3.7729 -0.098 -0.107 -0.116
H -3.8387 0.1412 -4.2347 -0.367 -0.025 0.552
H -2.3198 3.5766 -1.4756 0.100 0.102 0.022
H -5.1514 3.7739 -3.2825 -0.222 0.033 -0.263
C -6.3277 0.5307 5.2880 0.077 0.019 0.027
O -5.4838 0.8540 4.1974 -0.138 -0.065 0.017
C -5.3086 -0.2190 3.2835 0.128 0.280 -0.065
C -6.2105 -0.0718 2.0728 -0.103 -0.253 0.065
O -7.5804 -0.1694 2.4315 0.022 0.124 0.084
C -8.2191 1.0892 2.5527 -0.048 -0.040 -0.066
H -6.6362 1.4640 5.7570 0.054 0.018 0.002
H -7.2189 -0.0118 4.9660 0.005 -0.011 -0.014
H -5.7844 -0.0716 6.0244 -0.055 -0.032 0.017
H -5.4796 -1.1801 3.7781 -0.074 -0.010 -0.015
H -4.2681 -0.1925 2.9545 0.007 -0.010 0.013
H -6.0038 -0.8904 1.3787 -0.015 0.002 -0.008
H -6.0101 0.8693 1.5514 0.036 0.023 0.039
H -8.4552 1.4940 1.5628 0.018 0.061 0.017
H -7.6027 1.8068 3.0980 0.017 0.000 -0.008
H -9.1484 0.9378 3.1004 -0.012 -0.047 -0.031
C 0.9184 -4.6747 -2.3654 -0.053 -0.018 0.141
O 1.8115 -5.6735 -1.8932 -0.002 0.002 -0.165
C 1.4990 -6.9746 -2.3575 0.164 0.065 0.231
C 2.3623 -7.3771 -3.5345 -0.187 -0.114 -0.193
O 2.1203 -6.5685 -4.6743 0.046 0.087 0.090
C 3.0744 -5.5360 -4.8443 -0.003 -0.026 -0.048
H 1.3883 -3.7071 -2.2149 0.022 -0.073 0.052
H 0.6973 -4.7947 -3.4279 -0.005 -0.023 0.001
H -0.0169 -4.7073 -1.7953 -0.042 0.012 -0.078
H 0.4386 -7.0475 -2.6184 -0.002 0.008 -0.059
H 1.6909 -7.6674 -1.5316 -0.023 -0.035 -0.025
H 2.1158 -8.4066 -3.8136 0.026 -0.011 0.031
H 3.4209 -7.3471 -3.2580 0.008 0.040 0.035
H 4.0021 -5.9393 -5.2661 0.034 0.034 0.036
H 3.2954 -5.0282 -3.9032 -0.006 -0.006 0.010
H 2.6578 -4.8115 -5.5424 -0.020 -0.039 -0.029
C 6.5366 3.8579 5.2794 0.085 0.013 0.007
O 7.0007 4.0857 3.9594 -0.174 -0.030 0.024
C 6.8105 2.9774 3.0957 0.186 0.216 -0.040
C 5.5845 3.1426 2.2242 -0.148 -0.295 -0.001
O 4.3836 3.1567 2.9830 0.039 0.128 0.010
C 3.8860 4.4626 3.2230 -0.048 -0.039 -0.011
H 6.4508 4.8252 5.7719 0.054 0.015 -0.019
H 5.5594 3.3706 5.2891 -0.003 -0.012 -0.016
H 7.2530 3.2421 5.8332 -0.048 -0.029 0.032
H 6.7499 2.0471 3.6684 -0.056 -0.014 -0.001
H 7.6913 2.9179 2.4493 -0.014 -0.044 -0.012
H 5.5211 2.2860 1.5453 0.045 0.023 -0.026
H 5.6657 4.0501 1.6169 0.039 0.043 0.042
H 3.3844 4.8509 2.3287 0.026 0.061 0.009
H 4.6799 5.1509 3.5182 0.016 -0.003 -0.013
H 3.1596 4.3977 4.0314 -0.024 -0.045 -0.024
```
Forces are in eV/Å.

Computed properties:
calculated total energy: -75648.535 eV
SMILES string: N#C[C@@](N)(OC(=O)c1ccccc1)[C@@](C#N)(ON=O)PP(=O)(O)O.COCCOC.COCCOC.COCCOC

***

Entry 3:
A cluster of 2 separate species, C9H13N3O in total at a distorted geometry. Source: OMol25; level of theory: wB97M-V/def2-TZVPD.

```
26
Properties=species:S:1:pos:R:3:forces:R:3
C -2.8244 -2.3316 0.1700 1.324 -1.547 -0.298
C -1.4404 -2.4361 0.5466 -0.394 0.184 -0.569
C -3.3112 -1.1327 -0.2090 -0.763 -0.127 -0.238
C -0.6243 -1.3062 0.5874 0.036 1.557 -0.731
C -2.5281 0.0222 -0.0297 0.730 -2.637 0.447
C -1.1984 0.0192 0.3542 2.547 -2.059 1.327
C -3.3322 2.2290 -0.6627 0.531 -3.583 0.513
C -0.8814 2.1594 1.1043 -0.214 0.059 -0.592
C 4.3559 -0.5445 -0.9822 2.047 1.192 -1.992
N -3.0671 1.1541 -0.3696 -1.233 4.533 -1.385
N -0.3313 1.1858 0.4813 -1.599 -0.589 -0.378
N 2.8257 0.9269 0.1040 -1.900 1.987 0.422
O 3.9585 0.1752 0.2428 1.277 -0.121 1.231
H -3.4069 -3.2539 -0.0616 0.565 0.855 0.574
H -1.0482 -3.4554 0.6317 0.110 0.568 0.247
H -4.2824 -1.1271 -0.7178 0.325 0.534 0.424
H 0.5050 -1.3206 0.6265 -1.568 -0.370 0.451
H -3.7590 3.1376 -0.7386 -1.136 2.969 -0.461
H -1.8527 1.9789 1.5882 0.376 0.459 0.197
H 4.6011 0.8032 0.7010 -0.355 -1.289 -0.732
H -0.5017 3.2013 1.0366 0.235 -0.949 0.488
H 5.3927 -0.0604 -1.3076 -2.115 -1.611 0.693
H 3.5826 -0.2075 -1.7072 0.733 -0.565 0.346
H 4.3106 -1.6345 -0.8227 0.356 0.694 0.179
H 1.9674 0.3902 0.2069 0.353 -0.200 -0.038
H 2.8900 1.4272 -0.7728 -0.266 0.054 -0.125
```
Forces are in eV/Å.

Computed properties:
total charge: +2
energy above the lowest of the compared OMol25 structures with the same formula, charge and spin: 123.0 kcal/mol
calculated total energy: -16038.813 eV

***

HOMO-LUMO gap per entry: 8.943, 7.944, 8.493 eV